Record 1
{
  "formula": "C21H44Br12ClIN2O4P3",
  "method": "wB97M-V/def2-TZVPD",
  "symbols": ["C", "C", "N", "C", "Cl", "C", "N", "P", "O", "I", "C", "P", "P", "O", "O", "O", "C", "C", "C", "C", "H", "H", "H", "H", "H", "H", "H", "H", "H", "H", "H", "H", "H", "H", "H", "H", "H", "H", "H", "H", "Br", "C", "C", "Br", "H", "H", "H", "H", "Br", "C", "C", "Br", "H", "H", "H", "H", "Br", "C", "C", "Br", "H", "H", "H", "H", "Br", "C", "C", "Br", "H", "H", "H", "H", "Br", "C", "C", "Br", "H", "H", "H", "H", "Br", "C", "C", "Br", "H", "H", "H", "H"],
  "positions_angstrom": [[3.4487, 1.6357, 4.0287], [3.1683, 0.6455, 3.1936], [2.1475, 0.7685, 2.1864], [2.7020, 0.8280, 0.8533], [3.5425, 2.4097, 0.6769], [1.6896, 0.7215, -0.3030], [0.2483, 0.4497, 0.0523], [-0.5901, -0.8192, -1.0884], [0.4852, -1.9929, -1.1663], [-0.4186, 0.4826, -3.1119], [-0.0529, 0.0748, 1.4774], [-1.0364, 1.4563, 2.2561], [-2.9807, 0.4699, 2.2608], [-2.9042, -0.9868, 2.3850], [-3.6803, 0.9489, 0.9102], [-3.7951, 1.1038, 3.4750], [1.1563, -0.3124, 2.3178], [1.6402, -1.7484, 2.0820], [0.7864, -2.7650, 2.8747], [-0.3770, -3.3949, 2.0770], [3.7894, 1.4267, 5.0338], [3.3575, 2.6616, 3.6905], [3.7561, -0.2698, 3.2416], [3.4971, 0.0941, 0.6897], [1.7035, 1.6622, -0.8471], [2.0437, -0.0260, -1.0121], [-0.2657, 1.3108, -0.1497], [1.1920, -1.9058, -1.8389], [-0.7259, -0.7916, 1.4642], [-0.6344, 1.4648, 3.5966], [-3.3368, 1.7883, 0.5685], [-3.9857, 2.0459, 3.3541], [0.8156, -0.2565, 3.3522], [2.6714, -1.8656, 2.4138], [1.5933, -2.0441, 1.0309], [0.3732, -2.2964, 3.7709], [1.4363, -3.5634, 3.2304], [-1.3274, -3.3005, 2.6001], [-0.1910, -4.4657, 2.0059], [-0.4740, -3.0030, 1.0643], [3.1848, -2.9916, -2.7051], [2.9679, -2.6962, -4.6204], [3.8833, -1.6138, -5.1217], [3.2506, 0.1393, -4.5766], [1.9211, -2.4569, -4.7769], [3.1973, -3.6483, -5.0926], [3.8946, -1.6082, -6.2090], [4.8975, -1.7080, -4.7484], [1.8707, -4.2098, 6.4724], [1.4154, -6.1015, 6.4345], [1.4432, -6.6549, 5.0356], [-0.1153, -6.1033, 4.0084], [0.4400, -6.1973, 6.8995], [2.1643, -6.5930, 7.0508], [1.4087, -7.7415, 5.0572], [2.3159, -6.3315, 4.4779], [-5.7696, 2.9935, -0.5706], [-6.4253, 1.1564, -0.6384], [-7.4571, 0.9823, -1.7159], [-9.1763, 1.7373, -1.2092], [-6.8030, 0.9239, 0.3516], [-5.5534, 0.5424, -0.8475], [-7.6419, -0.0749, -1.8873], [-7.1712, 1.4555, -2.6497], [-0.2909, 3.4691, -5.5519], [-0.8839, 5.0237, -4.5432], [0.1458, 5.4679, -3.5387], [0.2019, 4.3013, -1.9754], [-1.8283, 4.7558, -4.0809], [-1.0496, 5.8020, -5.2841], [-0.1039, 6.4521, -3.1503], [1.1499, 5.4814, -3.9488], [-6.7900, 1.4927, -5.6170], [-7.5174, -0.2386, -6.1255], [-7.9664, -1.0353, -4.9301], [-6.4580, -1.7874, -3.9546], [-6.7452, -0.7454, -6.6942], [-8.3640, -0.0202, -6.7718], [-8.5619, -1.8885, -5.2452], [-8.5341, -0.4403, -4.2209], [5.9511, 5.4476, 1.2380], [7.7553, 4.7616, 1.4578], [7.7675, 3.2565, 1.5075], [7.1208, 2.5751, 3.2106], [8.1543, 5.2152, 2.3588], [8.3138, 5.1145, 0.5941], [8.7838, 2.8822, 1.4091], [7.1393, 2.8156, 0.7402]],
  "forces_ev_per_a": [[-0.0758, 0.1915, -0.1243], [0.0032, 0.0543, 0.4062], [0.5547, -0.0493, -1.0418], [0.1194, 0.2076, 0.0555], [0.1389, 0.0073, -0.0638], [0.1732, 0.3407, -0.0653], [0.7362, -0.2730, -0.3038], [-1.0636, -0.3127, 0.2882], [0.1339, 0.6216, -0.3296], [0.1140, -0.0092, -0.0728], [-0.5453, -0.5002, 0.8648], [0.2386, 1.1341, -0.8805], [-0.1907, -1.0058, 0.9189], [0.0599, 0.1203, -0.2336], [0.4800, 0.1671, 0.0042], [0.1675, 0.4241, -0.3639], [0.3494, 0.2231, -0.1205], [-0.2913, -0.4728, 0.2766], [-0.3155, 0.0261, -0.3061], [0.1898, -0.3101, 0.3031], [1.0756, 0.0840, -0.3214], [-1.0009, 0.1050, 0.5268], [-0.7124, -0.4760, 0.3761], [-0.0489, -0.0612, 0.0572], [-0.1176, -0.0087, 0.0117], [-0.1230, -0.1757, 0.1409], [0.0529, 0.0539, 0.0462], [0.1879, -0.3071, 0.1421], [0.0421, -0.0055, -0.1400], [-0.1403, -0.4411, 0.1181], [-0.3702, 0.0762, -0.0594], [-0.1903, -0.0780, 0.1489], [0.0511, -0.0711, 0.0168], [0.0453, 0.2482, -0.0799], [0.1869, 0.2075, -0.0812], [0.1871, 0.0619, 0.0601], [-0.0006, 0.0239, 0.0290], [-0.0425, 0.2171, -0.1434], [-0.0678, 0.1313, -0.3820], [-0.0568, 0.0646, 0.0192], [-0.0497, 0.0555, 0.0136], [0.0595, -0.1076, -0.0381], [-0.0626, 0.1412, -0.0298], [0.0676, 0.0690, 0.0356], [-0.0032, 0.0022, -0.0410], [0.0439, -0.0161, 0.0461], [-0.0298, 0.0014, -0.0046], [0.0028, -0.0713, 0.0004], [-0.0561, -0.0010, -0.0088], [0.1351, 0.0919, 0.0365], [-0.1698, -0.1223, -0.0415], [0.1191, -0.1850, 0.2251], [-0.0141, -0.0190, -0.0124], [0.0116, -0.0144, -0.0184], [-0.0009, -0.0029, 0.0396], [0.0261, 0.0077, 0.0278], [0.0140, 0.0414, 0.0322], [0.1386, -0.0146, -0.0909], [-0.2707, 0.0225, 0.0632], [0.0360, 0.0456, -0.0393], [-0.0281, 0.0068, -0.0001], [0.0002, -0.0040, -0.0184], [0.0677, -0.0275, 0.0537], [0.0559, -0.0305, -0.0081], [-0.0123, -0.0640, 0.0616], [0.0520, -0.0744, -0.0626], [-0.0700, 0.0294, 0.0533], [0.0487, 0.0035, 0.0107], [-0.0084, 0.0237, 0.0194], [0.0357, 0.0275, 0.0144], [-0.0269, -0.0085, 0.0131], [0.0058, -0.0123, -0.0097], [0.0510, -0.0395, -0.0066], [-0.0476, 0.1539, 0.0065], [0.0622, -0.1254, 0.0143], [0.0050, 0.0270, 0.0133], [-0.0102, -0.0334, -0.0018], [-0.0226, -0.0101, 0.0191], [0.0075, -0.0015, -0.0232], [-0.0209, 0.0309, -0.0299], [-0.0448, 0.0392, 0.0370], [-0.0970, 0.0055, -0.1077], [0.0877, -0.0607, 0.1281], [-0.0591, -0.0019, -0.0511], [0.0215, -0.0393, 0.0214], [-0.0002, -0.0210, -0.0138], [0.0136, 0.0253, 0.0062], [0.0023, 0.0233, -0.0317]],
  "lowdin_charge": [0.0409, -0.2099, -0.1407, -0.6233, 0.6702, -0.1889, -0.2609, 0.5810, -0.4014, 0.5388, -0.5015, 0.9318, 0.2374, -0.2874, -0.2111, -0.1404, -0.3258, -0.1346, -0.2322, -0.1369, 0.0696, 0.0613, 0.1176, 0.1146, 0.0576, 0.0849, 0.0590, -0.0658, 0.0539, -0.0408, 0.0287, 0.0889, 0.1291, 0.1070, 0.0994, 0.1050, 0.0672, 0.0685, -0.0112, 0.0397, 0.7129, -0.6523, -0.6786, 0.5911, 0.0520, 0.0669, 0.0668, 0.0555, 0.6126, -0.6879, -0.6731, 0.7216, 0.0522, 0.0604, 0.0596, 0.0514, 0.6306, -0.6741, -0.7384, 0.6253, 0.0583, 0.0479, 0.0144, -0.0019, 0.5842, -0.6772, -0.6692, 0.5712, 0.0539, 0.0640, 0.0633, 0.0552, 0.6283, -0.6819, -0.6744, 0.6264, 0.0506, 0.0619, 0.0624, 0.0435, 0.5956, -0.6916, -0.6978, 0.6070, 0.0521, 0.0597, 0.0589, 0.0410],
  "homo_lumo_gap_ha": 0.32881,
  "homo_ev": -11.61,
  "charge": 1,
  "fmax_ev_per_a": 1.5
}

***

Record 2
{
  "formula": "C21H44BrF7GaN2O",
  "method": "wB97M-V/def2-TZVPD",
  "symbols": ["O", "C", "C", "C", "C", "Ga", "Br", "C", "C", "C", "F", "F", "F", "C", "F", "F", "C", "F", "F", "H", "H", "H", "H", "H", "H", "H", "H", "H", "H", "H", "H", "H", "H", "C", "C", "N", "C", "C", "C", "C", "H", "H", "H", "H", "H", "H", "H", "H", "H", "H", "H", "H", "H", "H", "H", "C", "C", "N", "C", "C", "C", "C", "H", "H", "H", "H", "H", "H", "H", "H", "H", "H", "H", "H", "H", "H", "H"],
  "positions_angstrom": [[-0.7582, 1.5299, 1.0801], [-1.7933, 0.6854, 0.5969], [-2.1117, 0.9170, -0.8811], [-0.9035, 0.6757, -1.8165], [-0.5210, 1.8951, -2.6952], [1.3287, 2.6724, -2.4630], [1.2614, 4.1286, -0.5250], [1.8786, 3.6044, -4.1748], [2.9970, 4.6512, -4.2157], [2.6880, 5.9897, -3.5684], [3.1270, 7.0211, -4.3459], [1.3812, 6.2169, -3.3819], [3.2901, 6.1649, -2.3809], [2.7276, 1.1997, -2.0362], [2.3111, -0.0748, -2.4074], [3.8805, 1.4385, -2.8037], [3.2233, 1.1179, -0.5982], [2.2515, 0.5913, 0.1947], [4.3172, 0.2834, -0.4735], [-1.0940, 2.4285, 1.1783], [-1.4570, -0.3462, 0.7534], [-2.7233, 0.8289, 1.1754], [-2.4885, 1.9389, -1.0098], [-2.9367, 0.2288, -1.1239], [-0.0621, 0.3592, -1.1892], [-1.1319, -0.1648, -2.4843], [-1.1906, 2.7357, -2.4690], [-0.6379, 1.6480, -3.7586], [0.9687, 4.0185, -4.6274], [2.1963, 2.7786, -4.8275], [3.2359, 4.9075, -5.2577], [3.9228, 4.2664, -3.7743], [3.5084, 2.1047, -0.2241], [-8.2286, 0.0109, -1.3869], [-7.7252, -0.5557, -0.0676], [-6.4435, -0.0085, 0.3335], [-5.8053, -0.7439, 1.4093], [-6.4932, -0.7709, 2.7800], [-6.3697, 1.4400, 0.4180], [-7.3485, 2.1536, 1.3602], [-7.4755, -0.1051, -2.1672], [-9.1306, -0.5196, -1.6962], [-8.4827, 1.0686, -1.3098], [-7.5904, -1.6351, -0.1810], [-8.5096, -0.4228, 0.6965], [-4.7914, -0.3529, 1.5261], [-5.6839, -1.7766, 1.0667], [-6.4070, 0.1821, 3.3010], [-6.0209, -1.5276, 3.4097], [-7.5517, -1.0237, 2.7006], [-6.5057, 1.8440, -0.5878], [-5.3442, 1.6987, 0.6925], [-8.3673, 1.7785, 1.2464], [-7.3656, 3.2207, 1.1297], [-7.0657, 2.0514, 2.4071], [3.9754, -1.9915, 2.0717], [5.3054, -2.6026, 1.6658], [5.9446, -3.3680, 2.7282], [7.3265, -3.7050, 2.4491], [7.6219, -4.6408, 1.2692], [5.1359, -4.4202, 3.3149], [4.5867, -5.5096, 2.3830], [4.0850, -1.3897, 2.9756], [3.6138, -1.3478, 1.2739], [3.2103, -2.7490, 2.2527], [5.9892, -1.7940, 1.3952], [5.1554, -3.1944, 0.7493], [7.7600, -4.1321, 3.3591], [7.8571, -2.7630, 2.2783], [7.3536, -5.6742, 1.4880], [8.6908, -4.6223, 1.0446], [7.0918, -4.3326, 0.3677], [4.2900, -3.9491, 3.8207], [5.7267, -4.8865, 4.1090], [4.1550, -5.0824, 1.4772], [3.7949, -6.0636, 2.8920], [5.3507, -6.2286, 2.0884]],
  "forces_ev_per_a": [[-0.1704, -0.2298, 0.2219], [-0.2310, 0.3186, -0.2041], [0.0694, -0.3547, 0.1016], [-0.0516, 0.1421, -0.0702], [0.2252, 0.0055, 0.2580], [-0.4699, -0.2447, -0.3234], [0.0707, -0.0069, 0.0393], [0.0523, 0.0409, 0.2143], [0.0591, -0.0496, -0.4304], [0.0614, -0.0286, 0.0917], [0.0970, 0.0489, -0.1175], [-0.1733, -0.0430, -0.0451], [0.0677, -0.0771, 0.1178], [0.2460, 0.0026, 0.0095], [0.1098, 0.2504, 0.0447], [-0.1949, -0.0370, 0.1571], [0.1246, -0.1010, -0.0300], [0.0649, 0.1272, -0.1096], [-0.1306, 0.0628, -0.0579], [0.1314, -0.0693, -0.2478], [0.0323, 0.1679, -0.0047], [0.1884, -0.0860, 0.0504], [-0.0065, -0.0907, 0.0447], [0.0359, 0.2185, -0.0481], [-0.0737, 0.0265, -0.1274], [0.0747, 0.0225, 0.2028], [0.0006, -0.1149, -0.2076], [-0.0772, 0.1241, 0.1200], [0.1304, -0.0333, 0.0490], [-0.0529, 0.0937, 0.0885], [-0.0038, -0.0673, 0.1451], [-0.1683, 0.1137, 0.0474], [-0.0530, -0.1127, 0.0191], [-0.0145, -0.0243, -0.0087], [-0.0313, 0.0311, -0.0116], [-0.0372, -0.0144, 0.0386], [0.1325, -0.1136, 0.0174], [0.0304, 0.0169, 0.0213], [0.0335, 0.1129, -0.0545], [0.0384, 0.0327, 0.0041], [0.0170, 0.0196, 0.0116], [0.0025, -0.0006, -0.0005], [0.0037, 0.0048, 0.0048], [0.0130, -0.0087, 0.0405], [-0.0017, 0.0009, -0.0035], [-0.0169, 0.0323, -0.0074], [-0.0526, 0.0036, -0.0293], [-0.0356, 0.0130, -0.0213], [0.0059, 0.0011, -0.0048], [-0.0036, -0.0024, -0.0142], [-0.0239, -0.0329, -0.0100], [0.0015, -0.0304, 0.0224], [-0.0026, -0.0043, -0.0190], [0.0104, -0.0013, 0.0052], [-0.0318, -0.0455, 0.0024], [-0.0134, -0.0357, 0.0340], [-0.0406, 0.0148, -0.0381], [0.0084, 0.0068, -0.0171], [0.1013, 0.0321, 0.0239], [0.0433, -0.0297, 0.0169], [-0.0765, -0.0484, 0.0790], [0.0036, -0.0417, 0.0426], [0.0037, -0.0230, 0.0129], [-0.0198, 0.0313, -0.0101], [0.0135, -0.0076, 0.0109], [0.0292, -0.0229, -0.0091], [0.0049, 0.0061, -0.0019], [-0.0298, -0.0151, 0.0045], [-0.0386, 0.0126, -0.0260], [-0.0370, 0.0108, -0.0126], [-0.0020, 0.0029, 0.0056], [-0.0065, 0.0132, 0.0027], [-0.0037, 0.0337, -0.0377], [0.0341, 0.0006, -0.0281], [-0.0088, 0.0164, 0.0059], [0.0070, -0.0006, 0.0049], [0.0059, 0.0338, -0.0453]],
  "lowdin_charge": [-0.0894, -0.2840, -0.1991, -0.2666, -0.2570, 0.2218, 0.1855, -0.2431, -0.1652, -0.6414, 0.0825, 0.1100, 0.0946, -0.4240, 0.0071, -0.0208, -0.3618, 0.0481, 0.0266, 0.0713, 0.1187, 0.0887, 0.1001, 0.1024, 0.0763, 0.0967, 0.0334, 0.0410, 0.0535, 0.0566, 0.1127, 0.1190, 0.1240, -0.0934, -0.2800, -0.1980, -0.2472, -0.0846, -0.2430, -0.0814, 0.0807, 0.0693, 0.0628, 0.1158, 0.1000, 0.0971, 0.1105, 0.0548, 0.0690, 0.0634, 0.1026, 0.1095, 0.0638, 0.0708, 0.0538, -0.0782, -0.2655, -0.2032, -0.2577, -0.0897, -0.2531, -0.0854, 0.0839, 0.0510, 0.0667, 0.1182, 0.1043, 0.1070, 0.1082, 0.0513, 0.0660, 0.0666, 0.0996, 0.1099, 0.0670, 0.0679, 0.0505],
  "homo_lumo_gap_ha": 0.28479,
  "relative_energy_kcal_mol": 0.0,
  "homo_ev": -5.35,
  "charge": -1,
  "fmax_ev_per_a": 0.6
}

***

no.,DFT total energy (a.u.)
1,-33907.01811
2,-6209.26761